This record from the Open Molecules 2025 dataset describes a molecular structure, C43H38CdF3N8SSiTe. The level of theory is ωB97M-V/def2-TZVPD.

* charge: -1
* HOMO (alpha / beta): -3.55 / -3.36 eV
* energy above the lowest of the compared OMol25 structures with the same formula, charge and spin: 0.0000 eV
* LUMO energy (alpha / beta): 2.2 / 2.4 eV

The geometry in XYZ format:
```
96
Properties=species:S:1:pos:R:3:mulliken_charge:R:1
Te 1.52 0.15 2.54 0.024
Cd -0.62 -0.62 0.69 2.481
S 0.22 2.34 4.44 -0.137
Si 0.26 -2.29 -4.08 -0.265
F 0.64 5.15 -3.84 -0.253
F -0.34 6.47 -2.43 -0.292
F -1.50 5.44 -3.89 -0.282
N 1.36 -3.27 2.32 -1.205
N -0.28 -1.92 3.37 0.603
N 1.86 -2.13 1.86 1.034
N 2.95 0.22 1.07 -0.411
N -2.86 -0.25 1.20 0.811
N -1.89 -2.69 0.93 0.578
N -3.74 -1.22 1.12 -0.942
N -0.63 1.84 -0.51 1.025
C -1.02 2.90 -2.61 -1.324
C 4.67 -2.18 -1.16 -0.639
C 2.81 2.62 -1.76 -1.092
C -1.26 -4.15 4.74 -0.429
C 3.95 2.41 0.78 -0.317
C 0.13 -1.21 -1.24 -0.230
C -0.56 4.11 -2.11 0.389
C 1.74 3.64 2.87 0.091
C 3.13 1.39 0.28 -0.238
C -1.02 1.80 -1.78 -0.744
C 0.22 -1.58 -2.40 -0.088
C 2.04 -2.44 -4.72 -0.910
C -0.52 -4.00 -4.01 -1.057
C -4.94 2.69 0.32 -0.570
C 0.31 -3.13 3.20 -0.229
C -4.23 3.69 0.99 -0.672
C -4.53 1.38 0.44 -0.550
C -1.32 -1.82 4.19 -0.446
C -2.68 2.05 1.83 0.124
C -1.47 -3.94 0.75 -0.344
C -0.16 4.18 -0.78 -1.000
C 3.33 -0.99 0.45 0.362
C 1.36 2.37 3.13 -0.300
C -1.84 -2.90 4.94 -0.768
C -3.10 3.36 1.73 -0.134
C -0.44 5.29 -3.06 0.752
C 4.28 -0.98 -0.57 -0.490
C 3.53 3.68 -1.22 -0.699
C 1.06 4.61 3.67 -0.830
C -3.20 -2.49 0.99 -0.236
C 3.20 -3.41 0.26 -0.382
C -0.18 -4.28 3.87 -0.670
C -2.31 -5.03 0.55 -1.215
C -3.39 1.05 1.17 -0.310
C -4.13 -3.55 0.90 -0.497
C 2.59 1.48 -1.01 0.436
C 0.18 4.05 4.54 -0.510
C 4.13 -3.40 -0.76 -0.894
C -0.75 -1.29 -5.30 -1.000
C 2.82 -2.22 0.88 0.611
C -0.17 3.01 -0.05 -0.564
C 4.11 3.58 0.05 -0.603
C -3.68 -4.80 0.64 -0.321
H -1.77 -0.84 4.32 0.313
H -1.90 -5.99 0.32 0.504
H 4.39 2.28 1.76 0.440
H -1.82 1.77 2.44 0.059
H 0.14 3.00 0.97 0.382
H -0.72 -1.84 -6.25 0.296
H 0.07 -4.71 -3.42 0.302
H -5.07 0.61 -0.11 0.405
H -1.32 2.81 -3.65 0.488
H 2.74 -4.32 0.62 0.435
H 2.42 2.72 -2.76 0.501
H 2.69 -2.95 -4.03 0.266
H -0.47 4.55 5.26 0.414
H -0.64 -4.43 -5.00 0.328
H 2.08 -2.98 -5.66 0.319
H -4.58 4.73 0.93 0.343
H -1.63 -4.99 5.27 0.396
H -5.78 2.99 -0.27 0.394
H 2.03 0.64 -1.40 0.680
H -2.67 -2.74 5.64 0.397
H 2.45 -1.44 -4.90 0.298
H 5.41 -2.16 -1.99 0.333
H -5.17 -3.32 1.00 0.519
H -1.37 0.84 -2.14 0.529
H -1.52 -4.00 -3.59 0.330
H 4.76 4.36 0.38 0.416
H -4.34 -5.65 0.46 0.366
H -1.79 -1.26 -5.01 0.330
H 2.41 3.95 2.09 0.408
H 0.29 -5.23 3.68 0.499
H 4.66 -0.05 -0.97 0.297
H -2.51 4.18 2.18 0.351
H 3.68 4.60 -1.80 0.370
H -0.35 -0.28 -5.47 0.279
H 0.20 5.09 -0.33 0.591
H 1.19 5.66 3.59 0.403
H -0.38 -4.08 0.73 0.412
H 4.51 -4.30 -1.25 0.377
```

---

This record from the Open Molecules 2025 dataset describes C17H24N4O2S2 in the gas phase. The level of theory is ωB97M-V/def2-TZVPD.

* HOMO: -8.30 eV
* energy above the lowest of the compared OMol25 structures with the same formula, charge and spin: 0.0000 eV
* SMILES: CCN(CC)C(=S)SCC(=O)Nc1ncc2c(n1)CC(C)(C)CC2=O
* LUMO energy: 0.1 eV

The geometry in XYZ format:
```
49
Properties=species:S:1:pos:R:3:mulliken_charge:R:1
S -2.80 0.46 1.73 -0.135
S -1.44 0.03 -0.88 -0.365
O 5.57 1.12 -1.43 -0.639
O -2.37 3.07 0.46 -0.610
N 1.88 2.96 -0.84 -0.675
N -0.16 2.93 0.14 -0.023
N 1.39 1.29 0.76 -0.328
N -3.88 -0.82 -0.32 0.093
C 5.14 -0.52 0.25 -1.103
C 3.07 2.43 -1.02 -0.870
C -3.93 -1.39 -1.65 -0.843
C -1.25 1.38 1.73 0.004
C 1.07 2.35 0.03 0.281
C -2.78 -0.17 0.07 0.467
C -1.34 2.50 0.72 0.126
C 3.49 1.28 -0.35 0.869
C 2.57 0.73 0.56 0.133
C 4.35 -2.52 1.53 -2.112
C 4.81 0.68 -0.61 0.438
C 3.92 -1.38 0.61 1.786
C -5.06 -0.88 0.51 -0.963
C 3.29 -1.97 -0.66 -1.824
C -4.35 -0.38 -2.72 -0.922
C -5.90 0.40 0.43 -0.829
C 2.90 -0.49 1.34 -0.900
H 3.31 -0.18 2.31 0.389
H -5.65 -1.73 0.19 0.354
H -4.63 -2.23 -1.63 0.364
H 3.50 -3.13 1.82 0.436
H -2.93 -1.77 -1.89 0.451
H 4.81 -2.13 2.44 0.430
H 3.72 2.93 -1.73 0.512
H -6.32 0.53 -0.56 0.283
H 5.07 -3.16 1.03 0.433
H 2.44 -2.59 -0.41 0.429
H -5.29 1.27 0.67 0.245
H 5.59 -0.13 1.17 0.408
H -0.41 0.72 1.52 -0.028
H -4.75 -1.04 1.55 0.500
H 5.90 -1.11 -0.26 0.427
H 2.95 -1.18 -1.33 0.404
H -4.29 -0.84 -3.70 0.367
H -3.67 0.47 -2.70 0.259
H -5.36 -0.03 -2.56 0.280
H -0.28 3.71 -0.51 0.268
H -1.15 1.80 2.73 0.508
H -6.72 0.34 1.15 0.350
H 4.02 -2.58 -1.19 0.447
H 1.98 -1.04 1.54 0.428
```

---

> Which value of energy above the lowest of the compared OMol25 structures with the same formula, charge and spin does entry 2 give?

0.0000 eV